Entry i
Molecular formula: C2H3N3O
Method: DFT, ωB97M-V/def2-TZVPD

XYZ file:
```
9
Properties=species:S:1:pos:R:3:nbo_charge:R:1
O -1.5295 0.6889 0.0199 -0.532
C -0.7913 -0.6908 0.8753 0.123
N 0.4178 -0.1996 1.3872 -0.344
N 1.1532 0.1021 0.3441 -0.207
C 0.5945 -0.0963 -0.8411 0.044
N -0.6606 -0.5841 -0.6161 -0.226
H -2.4173 0.2956 -0.0038 0.503
H 2.1040 0.4262 0.4984 0.422
H 1.0690 0.0938 -1.7914 0.217
```

Multiplicity = 1
Highest occupied orbital energy = -8.36 eV

***

Entry ii
Molecular formula: C2H3N3O
Method: DFT, ωB97M-V/def2-TZVPD

XYZ file:
```
9
Properties=species:S:1:pos:R:3:nbo_charge:R:1
C 1.7263 1.8141 0.6739 -0.080
C -0.8825 -1.0279 -0.1725 0.422
N 0.2537 -0.7446 -0.1573 -0.405
N 3.1152 0.2374 -0.3081 -0.077
N -2.1688 -1.2941 -0.1825 -0.853
O 2.3707 1.0439 0.0515 -0.041
H 0.9682 2.6071 0.3467 0.203
H -2.5878 -1.6907 0.6320 0.414
H -2.7950 -0.9452 -0.8837 0.418
```

Multiplicity = 1
Highest occupied orbital energy (alpha / beta) = -8.24 / -8.20 eV

***

It is entry i that is the most stable of them.

***

Entry i
Molecular formula: C2H3N3O
Method: DFT, ωB97M-V/def2-TZVPD

XYZ file:
```
9
Properties=species:S:1:pos:R:3:nbo_charge:R:1
O -0.5688 0.6983 -2.0419 -0.661
C -0.2463 0.2258 -0.8169 0.560
N -0.1420 -1.0471 -0.4155 -0.345
N 0.1770 -0.8769 0.9030 -0.361
C 0.2179 0.4255 1.1896 0.190
N -0.0350 1.1607 0.1399 -0.497
H -0.1740 0.1839 -2.7547 0.495
H 0.3390 -1.5785 1.6231 0.417
H 0.4323 0.8084 2.1733 0.201
```

Multiplicity = 1
Highest occupied orbital energy = -9.62 eV
Structure (SMILES) = Oc1nc[nH]n1

***

Entry ii
Molecular formula: C2H3N3O
Method: DFT, ωB97M-V/def2-TZVPD

XYZ file:
```
9
Properties=species:S:1:pos:R:3:nbo_charge:R:1
N -0.5324 -1.2147 1.0541 -0.901
C -0.1861 -0.3766 0.1149 0.285
C -0.0606 0.0649 -1.2108 -0.075
O 0.5670 1.2835 -1.1840 -0.198
N 0.8490 1.6626 0.0490 0.152
N 0.3987 0.6916 0.7715 -0.341
H 0.2690 0.2813 1.7537 0.487
H -0.9863 -2.0801 0.8372 0.365
H -0.3183 -0.3126 -2.1856 0.227
```

Multiplicity = 1
Highest occupied orbital energy (alpha / beta) = -7.88 / -7.88 eV

***

It is entry i that is the most stable of them.